Density functional theory data (ωB97M-V/def2-TZVPD) for 3 unconnected molecules or ions with the total composition C38H62BN4O12S.

DFT total energy (Ha): -3030.01311
Total charge: +1
2S+1: 1

Geometry (Å):
C 13.06249 4.03485 0.33791
C 11.91675 3.76793 -0.63837
C 11.32672 2.34610 -0.52377
C 9.78377 2.27526 -0.52186
C 9.18803 1.46442 -1.68375
C 7.80827 0.84970 -1.37208
C 7.79980 -0.68684 -1.23136
C 7.15611 -1.22755 0.06249
C 5.84184 -2.01742 -0.08470
C 4.89976 -1.52539 -1.18043
C 3.58066 -2.29712 -1.22308
C 2.65054 -1.97397 -0.04859
C 1.17271 -2.26949 -0.31661
C 0.55456 -1.29292 -1.31956
C 0.42699 0.13812 -0.80108
C 0.71550 1.18929 -1.85294
C 0.16658 2.47367 -1.20789
C 1.04130 2.95481 -0.02712
B 2.58377 3.13876 -0.37165
O 3.56498 2.78717 0.50562
O 2.96620 3.66863 -1.57671
C -0.01246 3.49791 -2.32957
C -0.57375 4.85661 -1.98994
O -0.61605 5.35991 -0.89661
O -1.02229 5.46854 -3.10311
C -1.12799 1.87062 -0.66694
C -2.42896 2.55228 -0.46089
C -2.72782 3.09451 1.02736
N -4.08317 2.70263 1.42331
N -2.60838 4.53008 1.03607
N -1.82306 2.61338 2.03604
N -0.94722 0.60654 -0.41107
C -1.91332 -0.30571 0.18741
S -1.36863 -0.87113 1.84300
C -2.96768 -0.88197 2.71742
C -2.99032 0.00251 3.97822
H 13.98816 3.57508 -0.01208
H 12.84749 3.61055 1.32119
H 13.24874 5.10105 0.46774
H 11.13099 4.51561 -0.51152
H 12.31082 3.89246 -1.64993
H 11.70997 1.88132 0.38693
H 11.69402 1.75128 -1.36302
H 9.43248 1.84842 0.42105
H 9.39186 3.29394 -0.57770
H 9.10420 2.11473 -2.55778
H 9.89002 0.67346 -1.96046
H 7.44875 1.28846 -0.43648
H 7.09901 1.16370 -2.14303
H 7.33183 -1.13369 -2.10853
H 8.83752 -1.02517 -1.24950
H 7.87794 -1.88669 0.54819
H 6.99181 -0.40860 0.76686
H 5.30686 -1.92758 0.86661
H 6.03426 -3.08526 -0.22230
H 5.37455 -1.62353 -2.15790
H 4.68746 -0.45854 -1.02657
H 3.08226 -2.10525 -2.17739
H 3.80584 -3.36835 -1.20029
H 2.79095 -0.92127 0.23197
H 2.96400 -2.55141 0.82295
H 1.06646 -3.29429 -0.67876
H 0.62444 -2.21903 0.62681
H -0.39398 -1.66204 -1.71620
H 1.21812 -1.22864 -2.18488
H 1.07631 0.26388 0.06979
H 1.74311 1.23394 -2.20424
H 0.02428 0.94890 -2.66879
H 0.64932 3.91642 0.32031
H 0.95458 2.27021 0.82168
H 3.25830 2.46735 1.35871
H 3.78200 3.28962 -1.92234
H 0.96138 3.66893 -2.79163
H -0.64859 3.07076 -3.10931
H -1.31623 6.35801 -2.85136
H -3.21762 1.84171 -0.70138
H -2.52655 3.36229 -1.18294
H -4.22557 1.69577 1.38717
H -4.75096 3.08716 0.76005
H -3.19669 4.89330 1.77836
H -2.89112 4.96134 0.16683
H -1.64756 1.61788 2.06512
H -0.96789 3.15061 2.03904
H -2.87586 0.18341 0.28809
H -2.03786 -1.16297 -0.47042
H -3.70946 -0.52504 2.00280
H -3.23118 -1.90887 2.95996
H -2.01161 0.43078 4.18924
H -3.28487 -0.58159 4.84831
H -3.68460 0.83259 3.86272
C -5.14617 -2.58543 0.18486
C -5.46450 -3.82502 -0.22117
C -6.76865 -4.11043 -0.95372
O -6.94165 -5.26590 -1.28666
C -7.68543 -3.01706 -1.19799
C -7.35137 -1.78454 -0.78984
C -6.04556 -1.49783 -0.08690
O -5.80932 -0.33202 0.21545
O -8.11800 -0.71636 -0.96265
O -4.71280 -4.88716 -0.03814
H -4.22034 -2.35002 0.69077
H -8.61760 -3.23464 -1.69660
H -7.64059 0.04033 -0.57429
H -5.20282 -5.63775 -0.43907
C -12.84488 -5.88318 1.75317
C -12.07032 -5.61052 0.69270
C -10.91364 -4.63090 0.76013
O -10.27392 -4.47846 -0.26871
C -10.64182 -3.95157 2.00210
C -11.41726 -4.22152 3.06408
C -12.56531 -5.21640 3.00313
O -13.18048 -5.38067 4.04020
O -11.26908 -3.66595 4.25051
O -12.22888 -6.15952 -0.49878
H -13.66868 -6.58129 1.71226
H -9.82489 -3.24488 2.03882
H -11.96769 -4.05522 4.81849
H -11.52650 -5.78792 -1.06906

Results of the Mulliken charge analysis, in e, for atoms 1 through 5: C -1.23; C -0.38; C -0.70; C -0.47; C -0.99